# 1
Molecular formula: C26H28IrN2S2Si
Method: DFT, ωB97M-V/def2-TZVPD

The geometry in XYZ format:
```
60
Properties=species:S:1:pos:R:3:forces:R:3:lowdin_spin:R:1
C -3.027161 0.083849 2.241827 -1.79 0.19 -0.35 0.160
C -2.762731 -0.011666 0.820897 -1.12 0.47 -0.06 0.136
C -2.884772 -1.406835 0.445295 -1.36 0.26 -0.39 0.134
H -2.520436 0.837340 0.189397 -0.06 -0.34 0.01 0.016
C -3.258643 -2.158502 1.628309 -0.95 0.00 -0.29 0.141
C -3.334648 -1.241619 2.736572 -1.26 0.46 -0.10 0.156
H -3.610323 -1.475485 3.762531 0.22 -0.06 -0.35 0.015
H -3.022874 0.984063 2.846910 0.09 -0.27 -0.39 0.012
H -2.771355 -1.800254 -0.559566 0.02 0.07 0.26 0.016
H -3.495793 -3.219052 1.656320 0.22 0.31 0.03 0.015
Ir -1.382616 -1.178133 1.881446 3.52 -0.77 1.10 1.693
C 1.395489 2.018153 -0.777283 -2.59 0.16 0.12 0.078
H 0.843636 1.809384 0.151163 0.22 0.64 0.21 0.001
H 2.401912 2.417192 -0.545727 -0.38 -0.90 -0.51 0.005
H 0.877660 2.812403 -1.367997 0.17 -0.50 0.73 0.005
Si 1.165260 0.385902 -1.877475 2.30 1.34 -1.41 0.426
C 1.680295 1.417703 -3.368202 0.19 -0.06 0.09 0.039
C 0.641778 2.143205 -3.982798 0.85 0.38 -0.58 0.012
H -0.403379 1.986905 -3.695005 0.30 -0.07 -0.19 0.002
C 0.958299 3.117412 -4.942367 0.07 -0.27 0.23 0.002
H 0.156302 3.682404 -5.416456 0.22 -0.12 0.02 0.000
C 2.296798 3.375318 -5.268000 -0.08 -0.13 0.29 0.002
H 2.532407 4.119363 -6.033003 -0.05 -0.23 0.31 0.000
C 3.327360 2.715560 -4.583732 -0.23 -0.12 0.06 0.000
H 4.363991 2.984194 -4.791343 -0.26 -0.13 0.02 0.000
C 3.025899 1.734138 -3.624280 -0.57 0.54 -0.64 0.008
H 3.821017 1.249211 -3.054167 -0.17 0.07 -0.28 0.002
C 0.220544 -1.007332 -2.679359 -1.39 -0.62 0.10 0.093
C 0.209040 -1.203972 -4.091253 0.06 -0.02 0.71 0.045
H 0.654312 -0.448846 -4.735969 -0.09 -0.23 0.10 0.002
C -0.361067 -2.354518 -4.644392 0.00 0.08 0.25 -0.003
H -0.332107 -2.501246 -5.723579 -0.04 0.08 0.25 -0.001
C -0.998934 -3.299075 -3.833491 -0.11 0.50 0.13 0.043
H -1.542225 -4.132643 -4.284355 0.34 0.17 0.20 0.003
C -1.016758 -3.102034 -2.447001 -0.09 -0.26 0.04 -0.004
H -1.539893 -3.817768 -1.807363 0.21 0.12 -0.18 -0.001
C -0.383963 -2.004355 -1.876978 0.24 0.44 -0.35 0.058
H -0.326912 -1.868210 -0.788290 -0.26 -0.20 -0.43 0.024
H 2.812098 -0.005456 -0.552739 0.63 0.95 1.14 0.091
H 2.945525 0.643429 -0.077552 0.47 -1.60 -0.43 0.098
C -3.001784 1.617558 5.550793 -0.12 0.15 0.02 0.001
C -1.596434 1.544014 5.095438 1.48 0.33 0.50 0.004
N -1.078706 0.629521 4.340932 0.13 -0.14 -0.42 0.054
C 0.279439 0.782920 4.129506 -0.41 1.68 1.61 0.006
C 0.809744 1.861690 4.839552 -0.14 -1.21 -0.94 0.005
S -0.387647 2.701135 5.732817 -0.32 -1.12 -0.94 0.008
C 1.050012 -0.172233 3.355993 1.53 -1.29 -0.83 0.036
C 2.419847 -0.316566 3.426193 -1.12 0.47 0.11 -0.002
S 3.023915 -1.572157 2.429094 -1.32 0.04 0.13 0.033
C 1.396156 -1.968799 1.951196 0.74 0.95 0.97 0.115
N 0.479796 -1.137272 2.466139 2.57 -0.05 0.68 0.136
C 1.130115 -3.164973 1.121739 0.14 -0.32 -0.43 0.047
H -3.022709 1.505861 6.640973 -0.22 0.00 -0.23 0.000
H -3.417508 2.596040 5.285853 -0.13 -0.22 0.12 0.000
H -3.575893 0.818956 5.077923 -0.04 0.13 0.17 0.000
H 1.862554 2.106556 4.832554 -0.19 0.36 0.16 0.000
H 3.043584 0.297245 4.066061 0.10 -0.29 -0.25 0.001
H 1.507971 -2.988677 0.098598 -0.25 -0.20 0.33 0.004
H 1.671769 -4.031671 1.543291 -0.30 0.36 -0.21 0.004
H 0.052750 -3.389273 1.084409 0.37 0.05 -0.01 0.025
```
Positions in Å, forces in eV/Å.

Properties
energy above the lowest of the compared OMol25 structures with the same formula, charge and spin	34.2	kcal/mol
⟨S²⟩	6.017
charge	+1
HOMO (alpha / beta)	-8.6 / -10.8	eV
orbital gap (alpha / beta)	0.211 / 0.211	Eh
total energy	-62770.282	eV
spin multiplicity	5

=====

# 2
Molecular formula: C26H28N2O3
Method: DFT, ωB97M-V/def2-TZVPD

The geometry in XYZ format:
```
59
Properties=species:S:1:pos:R:3:forces:R:3:mulliken_charge:R:1
C 0.065977 4.140215 3.604253 -0.15 0.01 0.14 -1.193
C 0.859399 3.550823 2.465230 -0.18 -0.32 -0.29 -0.236
O -0.080343 3.105492 1.454751 0.34 0.48 0.39 -0.220
C 0.404507 2.304798 0.474791 0.45 -1.32 -0.52 0.610
C -0.561527 2.212082 -0.673350 2.18 1.85 -0.43 1.209
C -1.905084 2.805824 -0.448736 -0.86 0.27 -0.01 -2.651
C 0.042492 2.291587 -1.955096 -0.65 -0.49 1.79 1.009
C -0.770853 2.622218 -3.173715 -0.31 0.31 -0.22 -1.356
O 1.263589 1.946581 -2.136671 0.09 -0.30 -0.64 -0.666
O 1.476492 1.729917 0.558062 -0.71 0.79 0.18 -0.634
H 0.753528 4.533555 4.355347 -0.01 0.00 0.00 0.401
H -0.578406 4.960133 3.272318 0.09 -0.13 -0.01 0.296
H -0.556213 3.378760 4.083818 0.04 0.09 -0.09 0.292
H 1.509831 4.309855 2.011413 -0.02 -0.27 0.05 0.278
H 1.457661 2.695087 2.793679 0.00 0.21 -0.13 0.300
H -2.102005 2.902424 0.625398 -0.11 -0.03 -0.42 0.481
H -1.989285 3.814482 -0.893212 -0.08 -0.36 0.21 0.413
H -2.685817 2.175624 -0.900890 -0.05 0.21 0.09 0.510
H -1.812858 2.871117 -2.946075 0.26 -0.06 -0.09 0.414
H -0.313439 3.480328 -3.687397 -0.09 -0.27 0.07 0.358
H -0.770775 1.775859 -3.875766 0.05 0.16 0.10 0.255
C 3.342702 0.174713 -3.886633 -0.19 -0.03 -0.10 -1.007
N 2.544222 -0.301863 -2.773104 -1.16 0.48 -0.59 0.300
C 1.227278 0.059889 -2.579407 0.88 0.18 0.27 -1.139
C 0.760111 -0.559937 -1.350482 -1.48 0.78 0.12 0.810
C -0.509525 -0.390541 -0.786414 0.81 -0.95 -2.80 -0.744
C -1.093719 -1.416831 0.010388 -0.70 -1.56 1.76 0.472
C -0.803741 -2.803023 0.084160 -0.50 1.80 -0.03 -0.781
N -1.651194 -3.411997 0.964317 -0.28 0.25 0.07 0.192
C -1.634632 -4.821730 1.309944 0.10 -0.11 -0.18 -0.951
C -2.536622 -2.464751 1.492665 0.64 -0.12 -0.33 -0.049
C -2.227186 -1.214163 0.908413 0.57 -0.85 -0.18 0.045
C -2.939641 -0.089132 1.288484 -0.63 0.16 0.51 0.128
C -3.938984 -0.224661 2.266789 0.40 0.13 -0.44 -0.975
C -4.216036 -1.470230 2.856065 0.37 -0.49 -0.29 -0.588
C -3.513171 -2.623323 2.463411 -0.43 0.56 0.25 -0.998
C 1.893613 -1.281265 -0.822451 1.41 -0.33 -0.19 0.897
C 2.974673 -1.100219 -1.738730 -0.15 -0.48 1.13 0.064
C 4.231164 -1.674104 -1.553578 -0.36 0.00 0.21 -1.118
C 4.413541 -2.465902 -0.412968 -0.35 0.18 -0.06 -0.647
C 3.375542 -2.620776 0.522535 0.04 0.15 -0.07 -0.999
C 2.130641 -2.003072 0.342727 0.38 -0.10 -0.14 -0.227
H 4.392975 -0.058550 -3.696823 -0.22 0.13 -0.09 0.331
H 3.028581 -0.309348 -4.821755 0.15 0.07 0.16 0.293
H 3.218089 1.259382 -3.992517 0.08 -0.25 0.12 0.316
H 0.626224 0.247470 -3.467859 0.14 0.08 0.38 0.488
H -1.226593 0.294685 -1.250042 0.42 -0.81 0.03 1.316
H -0.057509 -3.369955 -0.464136 -0.20 0.11 0.19 0.650
H -2.325885 -4.987645 2.141190 0.25 -0.03 -0.21 0.284
H -1.943051 -5.445420 0.458627 -0.01 0.18 0.22 0.304
H -0.623352 -5.130415 1.607338 -0.28 0.10 0.02 0.334
H -2.702313 0.862249 0.818995 -0.19 -0.14 0.32 0.423
H -4.506262 0.654853 2.576611 0.17 -0.27 -0.07 0.412
H -4.983039 -1.541497 3.625588 0.16 -0.01 -0.19 0.373
H -3.704811 -3.604763 2.893572 -0.12 0.33 0.05 0.216
H 5.015356 -1.502453 -2.289205 -0.05 -0.19 0.31 0.281
H 5.371621 -2.957535 -0.245817 -0.25 0.12 -0.03 0.383
H 3.544765 -3.234089 1.408819 -0.02 0.23 -0.22 0.391
H 1.339295 -2.080814 1.083130 0.31 -0.12 -0.05 0.648
```
Positions in Å, forces in eV/Å.

Properties
energy above the lowest of the compared OMol25 structures with the same formula, charge and spin	111.4	kcal/mol
HOMO	-7.0	eV
orbital gap	0.250	Eh
total energy	-36537.046	eV

=====

# 3
Molecular formula: C26H29AsBCsN11S4
Method: DFT, ωB97M-V/def2-TZVPD

The geometry in XYZ format:
```
73
Properties=species:S:1:pos:R:3:forces:R:3:lowdin_spin:R:1
Cs -1.325516 0.111035 -0.930945 0.86 0.30 0.63 -0.001
C -0.778457 2.038679 2.899276 0.02 0.01 -0.12 0.000
C -0.193738 2.991531 1.905979 -0.11 0.18 0.00 0.000
C -0.186432 4.402151 1.933742 0.04 -0.01 0.00 0.000
C 0.421859 4.768594 0.752412 -0.10 -0.01 0.06 0.000
N 0.743632 3.640461 0.091482 0.02 0.28 0.03 0.000
N 0.374525 2.553782 0.793079 -0.04 -0.23 0.00 0.000
B 1.410097 3.476685 -1.277567 -0.05 -0.11 0.26 0.000
N 0.404840 2.947202 -2.306325 0.31 -0.23 -0.27 0.000
C 0.717000 2.554673 -3.559569 -0.08 -0.01 0.01 0.000
C -0.440648 2.153668 -4.178646 0.03 0.04 -0.07 0.000
C -1.445787 2.339844 -3.205447 0.16 0.37 -0.39 0.000
C -2.906382 2.058109 -3.360453 0.08 -0.02 0.15 0.000
N -0.921406 2.824171 -2.087684 -0.28 0.37 -0.02 0.000
N 2.608056 2.511443 -1.128799 0.14 0.07 -0.09 0.000
C 3.716582 2.711140 -0.386857 0.02 -0.04 0.00 0.000
C 4.499831 1.582268 -0.487414 0.05 -0.05 0.09 0.000
C 3.764891 0.713573 -1.316082 -0.13 0.16 -0.01 0.000
C 4.095731 -0.669120 -1.782663 -0.04 0.12 -0.04 0.000
N 2.632249 1.287224 -1.694627 -0.09 -0.17 -0.05 0.000
N 1.874566 4.875681 -1.765504 -0.17 0.02 -0.20 0.000
C 1.155976 5.697822 -2.556160 -0.01 0.05 0.01 0.000
C 1.844801 6.886071 -2.663275 0.04 0.04 0.00 0.000
C 3.001009 6.690067 -1.883523 -0.14 0.03 -0.04 0.000
C 4.115935 7.656338 -1.632364 -0.02 -0.10 0.05 0.000
N 3.000745 5.479705 -1.344593 0.14 0.09 0.10 0.000
H -0.909716 2.528737 3.864375 -0.01 -0.02 0.04 0.000
H -0.139501 1.162788 3.016238 -0.19 0.07 0.02 0.000
H -1.755045 1.685470 2.559151 -0.03 0.01 0.04 0.000
H -0.563238 5.051372 2.707372 -0.02 -0.01 -0.01 0.000
H 0.636876 5.744527 0.346979 0.05 -0.04 -0.04 0.000
H 1.733688 2.580703 -3.912116 0.03 -0.03 0.04 0.000
H -0.552768 1.787235 -5.185858 -0.01 -0.05 0.03 0.000
H -3.262029 2.433693 -4.320590 -0.03 0.01 0.01 0.000
H -3.474953 2.531568 -2.561151 -0.02 -0.05 0.01 0.000
H -3.110065 0.983337 -3.339878 -0.08 0.02 0.02 0.001
H 3.869369 3.636815 0.140918 -0.02 0.01 -0.03 0.000
H 5.457081 1.400496 -0.025350 -0.02 0.01 0.03 0.000
H 4.872888 -1.118436 -1.164535 -0.01 -0.01 0.02 0.000
H 4.446571 -0.652889 -2.817297 0.02 -0.06 0.01 0.000
H 3.201880 -1.291031 -1.741461 0.05 -0.06 -0.01 0.000
H 0.212622 5.386841 -2.976327 0.04 -0.04 0.02 0.000
H 1.565463 7.762978 -3.224734 -0.01 -0.02 0.00 0.000
H 3.958921 8.568315 -2.207982 0.04 0.02 0.00 0.000
H 5.077473 7.224367 -1.913944 0.01 0.03 -0.01 0.000
H 4.168222 7.920674 -0.574498 0.02 0.03 -0.01 0.000
N 0.937640 -2.213250 4.316470 0.03 0.09 -0.17 0.000
C 1.818190 -1.197454 3.970560 -0.01 0.13 0.00 0.000
C 3.024602 -1.120500 4.688829 0.06 0.00 0.00 0.000
C 3.908451 -0.104510 4.390078 -0.06 -0.08 0.04 0.000
C 3.584396 0.809590 3.397133 -0.02 0.03 -0.08 0.000
C 2.364973 0.660978 2.754679 0.23 0.03 0.08 0.000
N 1.499744 -0.310754 3.035968 -0.06 -0.32 0.07 0.000
C -0.234013 -2.697445 3.713305 -0.20 -0.03 -0.06 0.000
C -0.955824 -3.662188 4.426320 0.01 0.03 0.06 0.000
C -2.121324 -4.159921 3.870933 0.11 0.09 0.00 0.000
C -2.533347 -3.694166 2.632909 -0.03 -0.12 0.02 0.006
C -1.734341 -2.755428 2.000999 -0.05 0.03 -0.02 0.001
N -0.609965 -2.261338 2.521495 0.26 0.06 0.14 0.000
H 1.207528 -2.725423 5.135219 0.04 -0.05 0.04 0.000
H 3.247471 -1.847531 5.462070 0.02 -0.01 -0.03 0.000
H 4.846799 -0.028128 4.926950 0.00 0.00 0.01 0.000
H 4.249851 1.616948 3.128264 0.01 0.02 -0.04 0.000
H 2.047221 1.365370 1.991498 0.03 -0.08 -0.04 0.000
H -0.610473 -3.996848 5.399084 -0.01 0.00 0.00 0.000
H -2.703377 -4.898917 4.408742 0.00 -0.01 -0.01 0.000
H -3.435210 -4.048817 2.152293 0.00 0.07 -0.06 0.011
H -2.018457 -2.373231 1.028815 -0.05 -0.06 -0.04 0.000
S -4.862813 -4.191459 -0.388339 -0.42 -0.13 -0.36 0.371
As -4.125431 -2.415602 -1.326327 0.82 0.26 0.60 -0.029
S -2.121834 -2.697642 -2.031083 -0.12 -0.63 -0.36 0.029
S -4.217715 -0.771570 0.044623 -0.51 0.06 0.15 0.022
S -5.425343 -2.055020 -2.992375 -0.50 -0.33 -0.19 0.589
```
Positions in Å, forces in eV/Å.

Properties
energy above the lowest of the compared OMol25 structures with the same formula, charge and spin	22.2	kcal/mol
⟨S²⟩	0.762
charge	-2
HOMO (alpha / beta)	-2.0 / -1.9	eV
orbital gap (alpha / beta)	0.211 / 0.189	Eh
total energy	-149234.618	eV
spin multiplicity	2